Record 1
52
Properties=species:S:1:pos:R:3:forces:R:3:mulliken_charge:R:1 method="wB97M-V/def2-TZVPD" smiles="COc1ccc(N2CCN(S(=O)(=O)c3ccc4c(c3)NC(=O)[C@@H](C)S4)CC2)cc1" e_lumo_ev=0.25 charge=0 e_tot_ha=-2037.53276 multiplicity=1 molar_mass_g_mol=433.6 e_homo_ha=-0.279 orbital_gap_ev=7.84
C -8.693447 1.644999 0.402024 -0.1 0.2 0.0 -0.83
H -8.360527 2.451775 -0.259825 0.0 0.0 0.0 0.33
O -8.087724 0.421070 0.072054 0.2 -0.3 -0.1 -0.46
C -6.725598 0.330061 0.150321 0.1 -0.2 0.0 0.80
C -5.873432 1.359130 0.532347 -0.3 0.1 -0.1 -0.32
C -4.508010 1.148432 0.581081 0.1 -0.2 -0.1 -0.67
C -3.944215 -0.080037 0.240645 -0.4 0.1 0.1 -0.19
C -4.809478 -1.105141 -0.145939 0.2 0.1 0.0 -0.06
C -6.172975 -0.903924 -0.184292 -0.3 0.2 0.1 -0.87
H -6.837624 -1.698414 -0.485062 -0.1 -0.1 0.0 0.41
H -4.421771 -2.069056 -0.434701 0.1 -0.1 0.0 0.44
N -2.559060 -0.252120 0.361976 0.3 -0.1 0.2 0.19
C -2.015814 -1.593648 0.340258 0.1 0.0 0.3 -0.59
H -2.675134 -2.257627 0.901037 0.0 0.0 -0.1 0.63
C -0.642221 -1.571889 1.015579 -0.3 -0.6 -0.1 -1.39
N 0.254369 -0.630821 0.376982 0.5 -0.4 -0.7 0.16
S 0.992067 -1.169565 -1.032748 0.4 0.3 0.4 1.43
O 1.223640 -2.575586 -0.882404 0.0 -0.1 0.2 -0.75
O 0.331255 -0.708685 -2.222134 0.1 0.2 0.1 -0.70
C 2.552740 -0.308587 -0.882245 -0.4 -0.1 -0.1 -0.40
C 3.413562 -0.719836 0.113856 0.2 0.0 0.0 -0.66
C 4.634494 -0.077448 0.287304 -0.4 0.2 -0.4 0.05
C 4.968002 0.982213 -0.568807 0.2 0.0 0.0 0.67
C 4.084095 1.386758 -1.562118 0.1 -0.2 0.2 -0.72
C 2.870515 0.743097 -1.721355 -0.2 0.0 -0.1 -0.39
H 2.173910 1.028768 -2.492574 -0.1 0.1 -0.1 0.55
H 4.362785 2.210352 -2.200281 0.0 0.1 -0.1 0.44
S 6.491788 1.832442 -0.361397 0.1 0.0 0.3 -0.21
C 7.483066 0.449336 0.301804 -0.1 0.2 -0.3 0.14
C 7.754223 -0.596678 -0.773553 0.1 0.0 0.1 -1.21
H 6.824516 -1.032048 -1.136369 0.0 0.0 0.0 0.29
H 8.275403 -0.140289 -1.611841 0.0 0.0 0.0 0.34
H 8.375841 -1.389911 -0.362945 0.0 -0.1 0.0 0.36
C 6.792069 -0.180369 1.495541 0.4 0.3 -0.1 0.34
O 7.377482 -0.478115 2.509779 0.2 -0.1 0.2 -0.64
N 5.468690 -0.459197 1.330819 -0.4 -0.3 0.3 -0.09
H 5.047802 -1.013813 2.066248 0.2 0.1 0.0 0.22
H 8.418494 0.898553 0.641163 -0.2 -0.1 0.1 0.39
H 3.123865 -1.543531 0.746705 0.0 -0.1 0.2 0.39
C -0.318029 0.695139 0.276615 -0.2 0.5 -0.3 -1.03
C -1.703575 0.664197 -0.371536 0.2 0.2 0.0 -0.51
H -2.137454 1.663378 -0.362942 0.1 0.0 0.0 0.53
H -1.587698 0.337452 -1.416521 -0.1 0.1 0.1 0.20
H 0.364760 1.307413 -0.314326 -0.1 0.2 0.1 0.38
H -0.385659 1.103846 1.289821 0.0 0.0 -0.1 0.44
H -0.172589 -2.553232 0.953271 -0.1 0.0 0.2 0.49
H -0.745885 -1.274538 2.063499 0.0 0.0 -0.1 0.39
H -1.893184 -1.976677 -0.686687 -0.1 -0.1 0.0 0.35
H -3.870219 1.956963 0.905553 0.1 0.1 0.1 0.42
H -6.258111 2.329427 0.805203 -0.1 0.1 0.0 0.37
H -9.763210 1.490590 0.268648 0.1 0.1 0.0 0.24
H -8.496779 1.925387 1.442447 0.0 0.0 0.0 0.33

Record 2
49
Properties=species:S:1:pos:R:3:forces:R:3:mulliken_charge:R:1 method="wB97M-V/def2-TZVPD" smiles="CCOC(=O)c1ccc(NC(=O)c2ccc(OC(C)C)c(OC)c2)cc1" e_lumo_ev=0.44 charge=0 e_tot_ha=-1206.90456 multiplicity=1 molar_mass_g_mol=357.4 e_homo_ha=-0.304 orbital_gap_ev=8.73
C -8.715618 -1.714429 -0.541336 0.4 0.3 0.1 -1.23
C -8.145849 -0.364640 -0.147770 -0.5 0.1 0.0 -0.21
H -8.479029 -0.065515 0.852804 0.0 0.0 -0.2 0.31
H -8.450228 0.418257 -0.852253 0.0 -0.1 0.2 0.30
O -6.722860 -0.459055 -0.150855 0.2 -0.3 -0.1 -0.25
C -6.057030 0.640241 0.228950 -0.2 0.3 0.1 0.63
O -6.610156 1.664282 0.557626 0.1 -0.1 0.0 -0.64
C -4.590755 0.456447 0.200645 0.3 -0.1 0.0 0.07
C -3.997044 -0.739319 -0.197506 -0.2 0.3 0.1 -0.62
C -2.624401 -0.873384 -0.211041 0.2 -0.2 -0.1 -0.70
C -1.815036 0.194394 0.177798 -0.5 -0.1 -0.1 1.10
C -2.410509 1.394677 0.576752 0.1 -0.1 0.0 -0.38
C -3.780590 1.523252 0.587871 -0.2 -0.1 -0.1 -1.09
H -4.250649 2.445210 0.894543 0.0 0.1 0.0 0.44
H -1.787083 2.225275 0.878948 0.1 0.1 0.0 0.34
N -0.426660 0.130430 0.177924 0.3 0.4 0.1 -0.17
C 0.393404 -0.936872 -0.098285 0.0 0.1 0.0 0.53
O -0.008465 -2.050954 -0.360418 0.0 -0.1 0.0 -0.66
C 1.841698 -0.612500 -0.021006 0.5 -0.2 0.0 0.04
C 2.712544 -1.623899 0.350841 -0.4 0.2 -0.1 -1.29
C 4.074776 -1.391231 0.434314 0.3 0.1 0.0 -0.35
C 4.599205 -0.144273 0.128516 -0.2 0.2 -0.1 1.07
C 3.715839 0.887555 -0.280584 0.2 0.0 0.1 0.57
C 2.357515 0.647224 -0.343857 0.1 0.0 0.0 -0.64
H 1.696162 1.424862 -0.694456 0.0 0.1 0.0 0.59
O 4.316144 2.070033 -0.587972 0.1 -0.4 0.1 -0.46
C 3.514368 3.141206 -1.016324 -0.1 0.2 -0.1 -0.94
H 2.972414 2.899701 -1.937026 0.0 0.0 0.0 0.37
H 4.202719 3.961833 -1.211411 -0.1 0.0 0.0 0.23
H 2.800971 3.447700 -0.243260 0.0 0.0 0.0 0.37
O 5.899626 0.214205 0.184028 -0.2 0.2 0.0 -0.43
C 6.905526 -0.746574 0.481353 0.5 -0.4 0.0 0.46
C 8.141444 0.052175 0.882390 -0.5 -0.1 0.0 -1.50
H 7.918798 0.675615 1.743960 0.0 0.1 0.1 0.37
H 8.442849 0.695503 0.060468 0.1 0.1 -0.1 0.34
H 8.957346 -0.620628 1.130008 0.1 -0.1 0.0 0.42
C 7.189967 -1.631207 -0.732440 -0.3 0.2 0.3 -1.32
H 7.955485 -2.362443 -0.487831 0.1 -0.1 0.0 0.40
H 6.292058 -2.154703 -1.051735 0.0 -0.1 -0.1 0.40
H 7.539089 -1.014898 -1.557278 0.1 0.1 -0.1 0.34
H 6.587065 -1.365464 1.332883 0.0 0.1 -0.1 0.31
H 4.720084 -2.198596 0.740381 0.1 0.0 0.0 0.34
H 2.310531 -2.598275 0.579649 0.0 -0.1 0.0 0.42
H 0.031936 0.979115 0.479259 0.0 -0.2 0.0 0.14
H -2.166662 -1.799120 -0.516343 0.0 0.0 0.0 0.52
H -4.621265 -1.565806 -0.497803 0.0 -0.1 0.0 0.46
H -8.366871 -1.993051 -1.532140 0.0 -0.1 -0.1 0.31
H -9.800623 -1.665769 -0.546497 -0.1 0.0 0.0 0.40
H -8.396585 -2.475497 0.165745 0.0 -0.1 0.1 0.31

Record 3
57
Properties=species:S:1:pos:R:3:forces:R:3:lowdin_spin:R:1 method="wB97M-V/def2-TZVPD" e_lumo_ev="-5.46 / -8.60" charge=+2 e_tot_ha=-9703.46128 multiplicity=3 molar_mass_g_mol=916.5 s_squared=2.0078 e_homo_ha="-0.472 / -0.536" orbital_gap_ev="7.37 / 5.99"
Au 1.903417 -0.076097 -0.007671 -0.5 -0.4 0.1 0.30
Cl 6.970924 1.781124 -1.267843 0.0 -0.1 0.2 0.00
Ge 5.340782 0.894148 -0.314189 0.2 0.2 -0.2 0.00
Cl 5.476648 0.565383 1.749992 0.0 0.0 0.1 0.00
Cl 4.808976 -0.881607 -1.306435 -0.1 0.0 -0.2 0.02
Cl 1.584383 4.761920 -1.321094 0.0 0.0 0.0 0.00
C 2.835063 4.202538 -0.223056 -0.1 0.0 0.0 0.00
Cl 2.506576 4.608999 1.467990 0.0 0.0 0.0 0.00
C 2.928315 2.684453 -0.282303 0.2 0.1 -0.1 0.01
O 4.127485 2.248865 -0.486274 -0.1 0.1 0.0 0.00
O 1.908132 2.011173 -0.147045 0.3 -0.1 0.1 0.04
H 3.781764 4.651207 -0.502526 0.0 0.0 0.0 0.00
N 2.803669 -4.038268 0.968295 0.0 0.0 0.0 0.00
C 2.100867 -4.291709 -0.183465 0.0 0.0 0.0 0.00
C 1.685858 -3.084306 -0.641102 0.0 0.0 0.0 0.00
N 2.137304 -2.109733 0.226067 0.0 0.0 0.1 0.05
C 2.809821 -2.718655 1.187658 0.0 0.0 0.0 0.01
H 3.257855 -4.726343 1.548834 0.0 0.0 0.0 0.00
H 1.959695 -5.286179 -0.565805 0.0 0.0 0.0 0.00
H 1.097895 -2.848527 -1.510084 0.0 0.0 0.0 0.00
H 3.312876 -2.243890 2.012103 0.0 0.0 0.0 0.00
C -3.520824 0.165300 2.325754 0.0 0.0 0.1 0.06
Ge -1.628995 0.572371 2.377281 0.0 0.1 0.0 0.27
C -0.468787 -0.638562 3.358901 0.0 0.1 0.0 0.06
C -1.073013 2.428189 2.493134 0.0 0.0 0.0 0.06
Ge -0.798805 0.036020 -0.179457 0.4 0.0 -0.1 0.58
C -1.518799 -1.726283 -0.567099 -0.2 0.1 0.0 0.14
C -1.798922 -2.714256 0.371149 0.1 0.0 0.0 0.02
C -2.237733 -3.961272 -0.048666 0.0 0.0 0.0 0.00
C -2.394593 -4.225165 -1.403285 0.0 0.0 0.0 0.02
C -2.121822 -3.239508 -2.342395 0.0 0.0 0.0 0.00
C -1.686861 -1.987597 -1.929947 0.0 0.0 0.0 0.05
C -1.375589 1.563299 -1.224524 0.0 0.0 0.0 0.14
C -0.681166 1.772716 -2.417951 0.1 0.0 0.0 0.04
C -1.090720 2.767543 -3.292999 0.0 0.0 0.0 0.00
C -2.163378 3.582544 -2.959417 0.0 0.0 0.0 0.02
C -2.835017 3.400554 -1.756273 0.0 0.0 0.0 0.00
C -2.445023 2.392704 -0.889960 -0.1 -0.1 0.0 0.03
H -3.944900 0.424221 3.299607 0.0 0.0 0.0 0.01
H -3.690094 -0.893961 2.144123 0.0 0.0 0.0 0.00
H -4.032914 0.753171 1.566928 0.0 0.0 0.0 0.00
H -0.654072 -0.458651 4.421897 0.0 0.0 0.0 0.01
H 0.576452 -0.406895 3.158624 0.0 0.0 0.0 0.00
H -0.666999 -1.687137 3.155819 0.0 0.0 0.0 0.00
H -1.278545 2.763522 3.513561 0.0 0.0 0.0 0.01
H -1.619542 3.065294 1.803232 0.0 0.0 0.0 0.00
H -0.003892 2.525141 2.308507 0.0 0.0 0.0 0.00
H -1.683806 -2.524864 1.430170 0.0 0.0 0.0 0.00
H -2.467431 -4.725071 0.682344 0.0 0.0 0.0 0.00
H -2.743186 -5.196592 -1.726999 0.0 0.0 0.0 0.00
H -2.262713 -3.437556 -3.396601 0.0 0.0 0.0 0.00
H -1.497495 -1.220077 -2.672566 0.0 0.0 0.0 0.00
H 0.178662 1.161272 -2.672216 0.0 0.0 0.0 0.01
H -0.567139 2.912118 -4.228256 0.0 0.0 0.0 0.00
H -2.478119 4.363690 -3.637987 0.0 0.0 0.0 0.00
H -3.669281 4.038897 -1.499223 0.0 0.0 0.0 0.00
H -2.993228 2.250404 0.032730 0.0 0.0 0.0 0.00

Record 4
55
Properties=species:S:1:pos:R:3:forces:R:3:lowdin_spin:R:1 method="wB97M-V/def2-TZVPD" e_lumo_ev="-6.00 / -8.33" charge=+2 e_tot_ha=-2207.45901 multiplicity=3 molar_mass_g_mol=643.5 s_squared=2.0642 e_homo_ha="-0.456 / -0.494" orbital_gap_ev="6.40 / 5.10"
Au -1.196580 0.742513 2.205817 0.0 0.0 0.1 0.52
C 1.504740 1.913394 -5.626143 -0.2 0.1 -0.1 0.00
O 2.696283 1.190148 -5.341669 0.1 0.1 -0.1 0.03
C 2.629136 0.049469 -4.672451 0.0 -0.4 0.2 0.04
C 1.437911 -0.512269 -4.179706 -0.1 0.2 -0.1 0.00
C 1.485810 -1.658699 -3.426505 0.2 -0.2 0.1 0.04
C 2.719761 -2.288541 -3.165346 -0.5 0.6 -0.3 0.03
C 3.890783 -1.789959 -3.766159 0.0 -0.2 0.1 0.03
C 3.847627 -0.628287 -4.484508 0.0 0.2 -0.1 0.00
N 2.820034 -3.433216 -2.417444 0.5 -0.5 0.2 0.18
N 2.016129 -3.861301 -1.600547 -0.2 -0.2 -0.1 0.21
C 1.192560 -3.272693 -0.714428 0.0 0.3 0.0 0.10
C 0.000382 -3.937639 -0.363553 0.0 0.0 -0.1 0.03
C -0.933689 -3.353451 0.442336 -0.1 -0.1 0.1 0.05
C -0.741263 -2.066489 1.011269 0.0 -0.1 0.0 0.08
O -1.597224 -1.539206 1.766684 0.0 -0.1 -0.1 0.20
C 0.542098 -1.398368 0.729895 0.3 -0.1 -0.3 0.04
N 0.773182 -0.200787 1.285520 -0.4 0.2 0.2 0.11
C 1.949774 0.381978 1.196129 0.1 0.0 0.0 0.00
C 3.020400 -0.238952 0.545405 -0.1 0.0 0.0 0.01
C 2.799953 -1.438003 -0.085034 0.1 0.0 -0.1 0.00
C 1.524999 -2.028500 -0.056536 -0.1 0.1 0.2 0.03
H 1.825726 2.821117 -6.125764 0.0 0.0 0.0 0.00
H 0.970790 2.172169 -4.709186 0.0 0.0 0.0 0.00
H 0.851839 1.344794 -6.289978 0.0 0.0 0.0 0.00
H 0.484971 -0.062541 -4.422113 0.0 0.0 0.1 0.00
H 0.569354 -2.116584 -3.076456 0.0 0.1 0.0 0.00
H 4.820057 -2.327090 -3.627207 0.0 0.0 0.0 0.00
H 4.729901 -0.209489 -4.949705 0.0 0.0 0.1 0.00
H -0.182688 -4.910017 -0.803370 0.0 0.0 0.0 0.00
H -1.858401 -3.860234 0.681918 0.0 0.0 0.0 0.00
H 2.066207 1.349297 1.667579 0.0 0.0 0.0 0.00
H 3.995224 0.226928 0.544617 0.0 0.0 0.0 0.00
H 3.618028 -1.947880 -0.577120 0.0 0.1 0.0 0.00
C -0.735017 -0.573951 6.586201 0.1 0.0 -0.3 0.01
S -0.991215 -0.999562 4.856990 -0.5 -0.2 0.5 0.01
C -2.792305 -0.953859 4.829576 0.2 0.0 -0.2 0.00
O -0.563486 0.312685 4.162441 0.1 0.3 -0.2 0.08
H -1.135430 0.424088 6.752974 -0.1 0.0 0.0 0.00
H 0.336762 -0.583581 6.773357 0.0 0.0 0.0 0.00
H -1.226085 -1.315641 7.213809 0.0 0.0 -0.1 0.00
H -3.192521 -1.692434 5.522315 0.1 0.0 0.0 0.00
H -3.104686 -1.199548 3.814748 0.0 0.0 0.0 0.00
H -3.109555 0.052981 5.098677 0.0 0.0 0.1 0.00
C -4.546648 4.828146 0.470637 0.1 0.2 0.0 0.00
N -4.073112 3.452941 0.366344 -0.1 0.0 -0.1 0.00
C -2.851500 3.049510 0.638829 0.2 0.1 0.0 0.03
N -1.938994 3.912405 1.074367 -0.1 0.1 0.0 0.01
S -2.469328 1.379585 0.362624 0.2 -0.2 0.1 0.11
H -5.629097 4.827367 0.398271 0.0 0.0 0.0 0.00
H -4.143554 5.454963 -0.326479 0.0 -0.1 0.0 0.00
H -4.271654 5.253700 1.436410 -0.1 0.0 0.0 0.00
H -4.712824 2.753139 0.024555 0.0 -0.1 0.1 0.00
H -2.133178 4.899243 1.148885 0.0 0.0 0.0 0.00
H -0.990371 3.606213 1.198237 0.0 0.0 0.0 0.01

Record 5
52
Properties=species:S:1:pos:R:3:forces:R:3:mulliken_charge:R:1 method="wB97M-V/def2-TZVPD" e_lumo_ev=-3.45 charge=+1 e_tot_ha=-3817.91403 multiplicity=1 molar_mass_g_mol=535.6 e_homo_ha=-0.423 orbital_gap_ev=8.06
Pd 0.577106 -0.167680 -0.486880 0.5 -0.7 -0.4 0.41
N -0.371310 -2.424383 0.072281 -0.2 0.2 -0.3 -0.30
C -0.742950 -3.118172 -1.141340 0.0 0.0 0.0 0.34
C -1.394194 -4.316643 -1.100561 -0.1 -0.2 0.0 -0.48
C -1.808735 -4.983137 -2.276591 0.0 0.0 0.2 -0.66
C -1.580848 -4.416783 -3.491617 0.1 0.1 -0.1 -0.93
C -0.907437 -3.172634 -3.575977 -0.1 -0.1 -0.1 0.89
C -0.675003 -2.533724 -4.815141 -0.1 -0.1 -0.1 -0.52
C -0.015405 -1.344644 -4.854243 0.1 0.1 0.1 -0.85
C 0.438066 -0.798210 -3.639836 0.1 0.0 0.0 -0.18
N 0.240647 -1.352095 -2.463595 -0.3 0.0 -0.2 -0.14
C -0.458582 -2.529705 -2.406120 0.1 0.2 0.2 0.08
H -1.207778 -2.210873 0.603993 0.0 0.0 0.1 0.33
H 0.213643 -3.012391 0.652480 0.1 0.0 0.1 0.29
H -1.607022 -4.761880 -0.135503 0.0 0.0 0.0 0.45
H -2.321655 -5.932063 -2.199750 0.0 0.0 0.0 0.40
H -1.906656 -4.900980 -4.404053 0.0 0.0 0.0 0.40
H -1.034134 -3.001481 -5.724558 0.0 0.0 0.0 0.42
H 0.175760 -0.826622 -5.783250 0.0 0.0 0.0 0.40
H 1.007430 0.123270 -3.642798 0.0 0.0 0.0 0.48
Br 7.111443 0.607055 1.459159 0.1 0.0 0.0 -0.10
C 5.312168 0.369244 1.011305 0.0 0.0 0.0 0.35
C 4.940413 -0.657889 0.162367 -0.1 -0.1 0.0 -0.81
C 3.602208 -0.781478 -0.156057 -0.1 -0.1 -0.1 -0.14
N 2.659909 0.035733 0.317903 -0.5 0.8 0.1 -0.16
C 3.034805 1.021640 1.145845 0.1 -0.1 0.0 -0.19
C 4.349292 1.222692 1.521473 0.0 0.0 0.0 -0.89
H 5.667956 -1.343809 -0.246586 0.0 0.0 0.0 0.43
H 3.267181 -1.571431 -0.818779 0.0 0.0 0.0 0.45
H 2.250260 1.668863 1.510289 0.0 0.0 0.0 0.60
H 4.610917 2.029392 2.190826 0.0 0.0 0.0 0.45
C -0.394061 3.409167 3.138348 0.1 0.0 0.1 -1.90
C -0.894013 2.919511 1.800452 0.0 0.0 -0.2 1.49
C -1.273754 4.081733 0.902779 0.0 0.1 -0.1 -1.88
O 0.209459 2.203952 1.121509 -0.5 0.3 0.1 -0.28
B -0.398478 1.186413 0.458660 0.9 -0.4 0.6 0.85
O -1.714161 0.985031 0.692861 -0.2 0.2 0.1 -0.61
C -2.005375 1.820379 1.880202 0.1 0.0 -0.1 1.35
C -3.416584 2.344785 1.770585 -0.1 0.0 0.0 -1.73
C -1.854757 0.911763 3.085432 0.0 -0.1 0.0 -1.85
H 0.389460 4.151748 2.985130 0.0 0.0 0.0 0.48
H 0.010770 2.599394 3.742254 0.0 0.0 0.0 0.37
H -1.203929 3.887433 3.692966 0.0 0.0 0.0 0.38
H -0.383627 4.679128 0.706644 0.0 0.0 0.0 0.49
H -2.018681 4.720687 1.377989 0.0 0.0 0.0 0.37
H -1.670859 3.737685 -0.053387 0.0 0.0 0.0 0.36
H -3.583586 2.862458 0.828650 0.0 0.0 0.0 0.35
H -3.624938 3.035051 2.590829 0.0 0.0 0.0 0.35
H -4.123407 1.517966 1.838661 0.0 0.0 0.0 0.47
H -0.838385 0.521724 3.166928 0.0 0.0 0.0 0.29
H -2.538532 0.069454 2.978372 0.0 0.0 0.0 0.49
H -2.100060 1.435356 4.009447 0.0 0.0 0.0 0.35